No. 1
DFT (ωB97M-V/def2-TZVPD) results for a structure of composition C27H37BCaF5K3N4NaO6PS in a non-equilibrium geometry.

Structure (XYZ):
```
87
Properties=species:S:1:pos:R:3:forces:R:3
Ca -3.4125 -7.2386 -4.1897 -0.655 -2.729 -2.362
K -0.4190 -4.6628 0.7528 0.536 -2.038 -0.085
K 0.9595 -0.4049 -1.1780 -0.525 2.195 -1.260
K 1.4198 0.8651 3.8459 1.847 0.338 -0.550
S 1.4050 8.1163 -3.9001 -0.531 0.204 -0.377
P 3.3266 -2.6455 0.7822 -0.374 0.566 0.619
Na 3.7483 3.2523 -0.5085 0.365 -0.102 -0.957
F -2.1069 2.7931 -4.0469 -0.185 -0.569 0.413
F -3.5048 2.4225 -2.2354 0.342 -0.374 -0.244
F -1.8631 0.8690 -2.7753 0.301 -0.346 0.237
F -3.7148 1.1275 -4.1521 0.421 0.039 0.426
F 2.4541 -6.3160 0.2395 -1.360 -0.191 -0.294
O 0.4760 8.1414 -2.7520 -0.135 -0.238 0.231
O 1.6632 6.7125 -4.2894 0.318 -0.228 0.439
O 0.8118 8.8350 -5.0370 0.183 0.183 0.245
O -3.1110 7.7298 -0.0827 -0.209 -0.268 -1.499
O 2.6784 8.7535 -3.5080 0.245 -0.185 -0.047
O -3.2401 7.4500 -3.5331 0.031 0.345 1.574
N 0.1988 3.1196 -0.9115 0.254 -0.356 0.032
N 0.3963 -1.7515 2.0573 -3.413 0.260 -1.888
N -2.3133 -1.7857 0.4546 2.989 0.401 2.915
N 0.2140 -3.5482 -3.7435 -1.697 0.156 1.864
C 1.1497 -1.9903 7.3863 -1.279 -1.183 -1.261
C 4.6011 -2.1925 -0.5582 -0.631 -1.262 -0.169
C -1.1089 -2.1549 -0.0741 2.081 -0.722 -2.799
C 3.7350 -4.4506 1.1119 0.813 1.100 -0.391
C 1.6069 -2.6488 -0.0596 -1.760 -1.848 -3.227
C -1.5730 -4.0181 4.3780 0.771 0.106 0.093
C -3.5160 7.0386 -2.3812 -2.399 -4.327 -4.264
C -1.1017 -2.6210 -1.6223 3.154 -0.728 0.776
C -1.1134 -3.7647 -4.3657 -0.298 -0.608 -1.613
C 1.5678 -3.1393 -1.5908 -3.984 1.480 2.913
C -0.3168 -1.8124 5.2059 1.689 -0.674 2.343
C 0.2594 -2.1659 0.7079 1.562 -0.241 -1.563
C 0.8405 -3.4177 7.4923 -0.844 1.692 -1.925
C -3.0849 -5.0831 -3.1026 0.679 -0.626 0.335
C 0.6011 -1.2236 6.2951 -1.093 -1.122 -1.205
C -0.8919 -0.8154 4.0732 -0.411 -1.493 0.138
C -0.6132 -3.2625 5.3526 0.628 1.466 1.004
C -0.8442 -1.3635 2.5685 -0.883 0.090 -0.756
C -2.8494 8.1432 -1.2489 2.783 4.239 4.296
C -2.1340 -1.3802 1.7917 1.344 -0.240 0.029
C 1.7057 4.5262 0.7500 -1.108 0.173 -0.509
C 2.4253 6.0874 -1.1052 -0.213 -0.193 0.060
C 1.7990 5.9729 0.2770 0.279 0.518 -0.257
C 0.8508 3.7319 -0.1900 0.548 0.273 0.758
C -0.0185 -4.0043 6.4794 0.297 1.203 0.114
C -1.7358 -5.1709 -3.9662 -1.007 0.854 -0.091
C 0.1625 -3.1275 -2.3954 0.746 1.201 4.186
B -2.8019 1.8110 -3.3077 -0.468 0.760 -0.462
H -4.5815 6.9690 -2.0999 -0.093 1.265 0.319
H 2.9861 -4.9385 1.7715 0.625 0.306 -0.756
H 2.5037 7.1341 -1.4013 0.103 -0.117 -0.180
H 1.8255 5.5829 -1.8667 0.006 0.177 -0.096
H -1.7990 -5.0620 4.7237 0.052 1.166 -0.070
H 3.4387 5.6524 -1.1158 0.176 0.116 0.010
H -3.3446 -6.1652 -2.7678 0.323 3.059 1.914
H 1.2653 -3.9835 8.3501 -0.532 0.297 -0.944
H 1.7824 -1.5317 8.1744 -0.547 -0.188 -0.820
H -0.9397 -5.7665 -3.4503 -0.825 0.249 -0.295
H -1.7868 8.2319 -1.5349 0.021 -1.321 -0.477
H 2.7026 4.0814 0.7938 -0.349 0.232 0.740
H 5.5202 -1.8332 -0.0384 -0.866 0.018 -0.448
H 3.7860 -4.9285 0.0981 -0.245 -0.051 1.293
H -2.5005 -3.4529 4.1186 0.666 -0.463 0.511
H -3.1213 6.0549 -2.0753 1.171 0.492 0.288
H -2.0735 -2.5893 -2.1663 0.988 0.262 0.785
H 2.4857 -3.4821 -2.1291 -0.916 0.303 0.791
H 4.8828 -3.1411 -1.0989 -0.263 1.024 0.241
H -3.0484 -1.0184 2.3248 0.905 -0.434 -0.620
H -3.9854 -4.7175 -3.6744 0.857 -0.194 0.214
H 4.1512 -1.4577 -1.2698 0.694 -0.423 0.538
H -1.0252 -4.1434 3.4240 -0.199 0.078 0.314
H -0.9266 -3.8127 -5.4777 -0.145 0.174 1.119
H -2.0023 -5.7184 -4.9580 0.773 0.904 1.123
H -0.3557 0.1710 4.1665 -2.020 -1.715 0.122
H 4.7513 -4.4411 1.6046 -0.967 0.107 -0.410
H 0.8324 -0.1025 6.2549 -0.425 -1.650 0.197
H 0.7497 -4.4167 -3.8324 0.244 0.637 0.019
H -3.0059 -4.4998 -2.1591 0.049 -0.496 -0.833
H -0.2658 -5.0919 6.5728 0.205 1.146 -0.178
H 2.3987 6.5466 0.9890 -0.093 -0.128 0.127
H 1.2724 4.4812 1.7513 0.065 -0.206 -0.027
H -1.9700 -0.5975 4.3215 1.075 -0.194 -0.294
H -3.2541 9.1268 -1.5426 -1.157 -0.512 -0.347
H 0.8036 6.4239 0.2616 0.022 -0.110 -0.006
H -1.8189 -2.9023 -4.2332 0.872 -0.762 0.153
```
Positions in Å, forces in eV/Å.

## Properties
- relative energy (zero: lowest compared OMol25 entry of this formula, charge and spin) (eV) = 0.0000
- HOMO-LUMO gap (eV) = 1.43

No. 2
DFT (ωB97M-V/def2-TZVPD) results for a cluster of 2 separate species, C2H3O3S in total in a non-equilibrium geometry.

Structure (XYZ):
```
9
Properties=species:S:1:pos:R:3:forces:R:3
S -1.7437 -0.1044 0.2922 -0.074 0.907 1.089
O -2.7061 0.0157 -0.8012 0.457 -0.261 -0.627
O 0.8013 -0.9514 0.8521 0.599 -3.364 3.061
O -1.2700 1.2348 0.7754 -0.708 -0.344 0.166
C 1.1885 0.2789 0.3539 -0.695 3.814 1.813
C 0.1271 -0.5266 -0.1468 -2.362 -0.197 -4.326
H 0.9217 1.1526 1.0335 0.497 -1.199 -1.112
H 2.1095 0.2343 -0.0755 2.458 0.234 -1.423
H 0.5717 -1.3339 -2.2836 -0.171 0.411 1.359
```
Positions in Å, forces in eV/Å.

## Properties
- relative energy (zero: lowest compared OMol25 entry of this formula, charge and spin) (eV) = 6.9434
- HOMO-LUMO gap (alpha / beta) (eV) = 6.73 / 7.76
- net charge = -1

No. 3
DFT (ωB97M-V/def2-TZVPD) results for a structure of composition C18H44HgN2O6 in a non-equilibrium geometry.

Structure (XYZ):
```
71
Properties=species:S:1:pos:R:3:forces:R:3
Hg -6.2529 -6.8517 14.0331 0.769 0.676 -0.755
O -4.5959 -5.7077 14.2080 -0.005 -0.724 -0.025
O -7.7127 -8.0325 13.3849 -0.458 0.995 0.959
O -4.6225 -7.0096 11.2769 -0.380 0.960 -0.304
O -8.5369 -4.7317 13.5230 1.544 0.606 0.750
O -3.0670 -10.4634 17.4901 -0.143 0.376 0.583
O -2.4058 -11.6637 13.3287 0.428 -0.529 -1.600
N -3.0295 -9.2937 14.8202 0.734 0.264 1.291
N -6.1180 -4.5869 12.0359 -1.270 -0.420 -0.666
C -7.5549 -9.5654 15.3367 -1.322 -0.474 0.834
C -5.0881 -5.9517 10.3974 1.815 -1.453 0.402
C -8.9130 -10.0911 13.2798 0.782 -2.504 2.248
C -3.6174 -10.9512 13.1257 -0.053 -2.083 -0.172
C -7.6509 -9.3513 13.8672 -1.675 -0.888 -2.586
C -9.6547 -5.3180 14.0687 -1.035 -0.588 0.038
C -1.8816 -9.8135 15.5315 -0.463 0.604 1.309
C -4.7190 -8.2430 10.6342 0.508 -1.240 0.680
C -4.3372 -4.8641 15.2688 -0.360 1.038 1.408
C -2.0397 -9.5943 17.0699 0.797 0.467 -0.817
C -3.9798 -10.2462 14.4095 -1.183 0.572 -0.804
C -5.0315 -4.6278 11.0950 -0.038 0.100 -0.367
C -1.7742 -12.1633 12.1170 0.044 0.238 0.803
C -3.8025 -10.0558 18.6574 -1.063 -1.168 -1.775
C -8.6250 -4.6720 12.1463 -0.002 1.189 -1.062
C -5.0265 -5.2806 16.6303 1.527 -0.742 -1.154
C -2.8332 -4.6790 15.5820 -0.133 1.103 -0.859
C -7.3792 -4.0182 11.5497 0.605 0.655 2.716
H -4.4605 -5.9885 9.5047 0.184 0.220 -0.197
H -4.4204 -11.6886 12.8396 0.389 0.556 0.151
H -9.4812 -5.6091 15.0986 0.260 -0.210 0.045
H -6.0684 -6.2635 10.1010 -1.022 0.370 -0.234
H -1.0451 -9.5888 17.6448 -1.144 -1.050 -0.495
H -6.8599 -9.7524 13.2558 0.954 -0.953 0.484
H -9.8170 -9.8783 13.8404 -0.121 0.203 0.373
H -2.4240 -5.3559 16.3010 0.217 -0.856 0.264
H -3.1587 -9.4965 19.2601 1.068 0.311 1.702
H -4.6129 -3.8034 14.9671 -0.446 -0.860 0.431
H -10.5131 -4.6492 14.0762 -0.227 0.345 -0.121
H -2.3750 -12.8477 11.4971 -0.162 -0.467 0.886
H -6.1048 -5.1601 16.6823 -0.160 -0.316 -0.259
H -5.6384 -8.3689 10.0607 -0.343 0.026 0.178
H -4.0735 -4.4577 11.6378 -0.584 -0.339 -0.574
H -6.7056 -9.0833 15.7890 0.543 0.067 0.239
H -2.9161 -8.4521 14.3031 0.048 0.332 -0.442
H -9.1469 -9.8733 12.2845 0.174 0.553 -1.646
H -7.4026 -2.9249 11.7171 -0.122 -0.229 0.134
H -1.5694 -11.4038 11.3430 0.321 0.485 0.763
H -2.3007 -8.5411 17.1738 -0.645 0.220 0.010
H -3.8992 -8.4215 9.9199 0.059 0.152 0.140
H -9.9007 -6.1670 13.4304 -0.295 -0.480 0.443
H -4.8994 -9.7169 14.1272 -0.186 -0.007 0.347
H -3.4741 -10.2861 12.2740 -0.066 0.408 0.167
H -4.2198 -10.8731 15.2838 0.114 -0.246 -0.677
H -4.6463 -9.3522 18.4620 0.337 -0.529 -0.470
H -4.6520 -9.0238 11.4394 -0.243 0.660 -0.929
H -7.5865 -10.6433 15.5818 0.462 0.407 -0.191
H -5.1458 -3.8725 10.2901 0.213 0.083 0.401
H -0.9968 -9.2851 15.2632 0.853 0.417 -0.504
H -8.7806 -11.2674 13.3506 -0.094 2.295 -0.099
H -4.2163 -11.0208 19.0361 0.426 1.058 0.344
H -4.6362 -6.3266 16.8959 -0.894 1.271 -0.432
H -8.4773 -9.1863 15.8346 0.549 0.127 -0.378
H -4.5922 -4.6143 17.3428 0.109 0.451 0.884
H -7.3778 -4.1311 10.5297 -0.292 -0.441 -2.589
H -1.7640 -10.8477 15.2548 0.287 -0.392 0.334
H -2.6920 -3.6662 16.0192 -0.139 -0.512 -0.219
H -5.8076 -4.2236 12.8875 0.198 0.667 1.453
H -2.2553 -4.6854 14.6450 -0.108 -0.192 0.315
H -8.7725 -5.6632 11.7300 -0.017 -0.427 -0.123
H -9.4965 -4.0315 11.8791 0.229 -0.381 -0.141
H -0.8435 -12.6200 12.5241 -0.657 0.173 -0.847
```
Positions in Å, forces in eV/Å.

## Properties
- HOMO-LUMO gap (eV) = 8.65

No. 4
DFT (ωB97M-V/def2-TZVPD) results for a structure of composition C42H35BMoN9O2.

Structure (XYZ):
```
90
Properties=species:S:1:pos:R:3:forces:R:3
Mo 0.4889 -0.2304 -0.7207 0.238 -0.067 -0.087
O 2.4286 -5.8565 2.5083 0.064 -0.001 -0.046
O 4.4506 -5.3314 3.0692 -0.033 -0.022 -0.091
N 1.2194 -2.3217 -0.9306 0.255 0.198 0.190
N -0.1302 1.6596 -2.8184 -0.041 0.183 -0.079
N -1.7167 -0.3150 -2.7104 -0.308 -0.024 -0.015
N -1.8283 1.4704 -0.9676 -0.053 0.051 0.023
N -1.0837 -1.0522 -1.7394 0.239 0.292 -0.038
N 3.4192 -5.1515 2.4766 -0.047 0.065 0.168
N 2.6807 -0.3169 -0.2647 -0.046 -0.142 0.069
N -1.0335 0.8675 -0.0197 -0.170 0.141 0.199
N 0.7782 1.4864 -1.7811 -0.298 -0.609 0.132
C 2.3264 -3.8297 0.6218 0.000 0.019 -0.014
C -2.6744 1.9143 1.0476 -0.012 0.034 0.015
C -2.8196 2.1117 -0.3329 -0.032 -0.002 0.024
C 0.7318 -3.3670 -1.5816 -0.023 0.023 -0.039
C 1.5291 2.6465 -1.7399 0.141 0.270 -0.105
C 2.0871 -2.5647 0.0995 0.047 0.008 -0.062
C 0.9814 -4.6798 -1.1755 0.019 -0.015 -0.022
C -1.5220 -4.6412 1.9606 -0.028 -0.004 -0.031
C 1.7848 3.0756 0.6823 -0.070 -0.100 -0.031
C -2.9717 -2.1013 -2.3239 0.080 -0.021 0.052
C -0.6105 3.2501 -4.6653 0.035 -0.007 0.004
C -3.8647 2.8955 -1.0407 0.002 -0.005 -0.016
C 1.1123 -0.2945 3.4374 0.051 -0.037 -0.019
C 2.3221 3.1345 -0.6014 -0.022 -0.007 -0.020
C 4.9591 -0.6020 1.3375 0.003 0.010 0.010
C 4.2422 4.2978 0.2645 -0.007 0.008 0.016
C -0.8871 0.5856 2.3948 -0.010 -0.002 -0.057
C -0.9418 -3.3766 1.9694 0.050 -0.025 -0.006
C 3.9960 -1.6332 1.2999 -0.039 -0.004 -0.046
C -2.3117 -4.2689 -0.2838 -0.032 -0.022 0.015
C -2.2064 -5.0822 0.8347 0.022 0.039 -0.005
C -3.7583 -0.4062 -4.1286 0.001 -0.010 0.021
C 3.2967 -3.9054 1.6824 0.006 -0.048 -0.021
C 0.4878 0.3276 2.3644 -0.123 -0.088 -0.080
C 0.3711 -0.6371 4.5607 0.011 0.037 -0.023
C -0.9904 -0.3589 4.6051 -0.014 0.002 -0.004
C 4.1173 -2.8822 1.9921 0.041 -0.008 0.036
C 2.4865 3.6001 1.7580 -0.019 0.000 0.018
C 3.6832 0.5527 -0.3287 -0.093 -0.085 0.005
C -1.7274 -3.0024 -0.2912 -0.113 0.061 0.001
C 3.5441 3.7761 -0.8113 -0.016 -0.009 -0.035
C 0.1673 2.7766 -3.4928 -0.112 -0.124 -0.040
C -1.0577 -2.5732 0.8514 0.104 -0.031 -0.065
C 1.7106 -4.9203 -0.0396 -0.013 0.001 0.003
C -1.6211 0.2435 3.5264 -0.008 0.004 0.008
C -1.5510 1.1362 1.2133 0.044 -0.039 -0.055
C 3.7193 4.2019 1.5511 0.027 0.008 -0.012
C 4.8279 0.4507 0.4679 0.055 -0.005 0.027
C -1.9039 -2.1127 -1.4440 -0.155 -0.060 -0.027
C 1.2380 3.4019 -2.8525 0.124 -0.002 0.120
C -2.8422 -0.9443 -3.0893 0.123 0.049 -0.017
C 2.9061 -1.4549 0.4576 0.013 -0.016 -0.041
B -1.5799 1.2065 -2.5146 0.118 -0.104 0.005
H 2.1813 -0.4628 3.4201 0.005 -0.007 0.002
H 1.8593 -5.9293 0.3158 0.008 0.006 -0.005
H 0.0078 3.9022 -5.2779 0.003 -0.002 -0.007
H 1.6693 4.3557 -3.1070 -0.005 0.009 -0.005
H 3.5882 1.3533 -1.0360 0.012 0.028 0.023
H 1.1086 0.7378 1.5649 0.053 0.044 -0.065
H 2.0574 3.5684 2.7512 0.000 0.006 -0.001
H -4.4596 0.3077 -3.6925 -0.001 -0.004 0.008
H 5.1895 4.7938 0.1010 0.002 0.004 -0.002
H -1.5655 -0.6172 5.4841 0.000 -0.004 -0.001
H -2.8393 -4.6287 -1.1579 -0.006 0.003 -0.003
H -0.9616 2.4174 -5.2711 -0.005 0.001 0.001
H -4.4423 2.2586 -1.7113 -0.002 0.000 0.004
H -0.4123 -3.0192 2.8435 -0.004 -0.001 0.004
H 5.8211 -0.6840 1.9885 0.000 -0.007 -0.003
H -3.3057 2.3237 1.8178 -0.004 0.007 -0.001
H 5.5923 1.2100 0.3828 -0.011 0.004 -0.002
H 0.5680 -5.4954 -1.7515 0.003 0.003 -0.004
H -2.6874 0.4271 3.5551 -0.002 -0.001 0.004
H 0.8564 -1.0960 5.4117 0.004 0.000 -0.003
H -4.3406 -1.2158 -4.5625 0.000 -0.002 -0.004
H -3.2071 0.0981 -4.9195 0.000 -0.002 0.000
H -3.7859 -2.8047 -2.3672 -0.006 0.002 0.008
H -1.4453 -5.2771 2.8324 0.004 -0.001 -0.001
H 4.8845 -3.0277 2.7427 0.001 0.005 -0.008
H -1.4785 3.8270 -4.3391 0.004 0.002 0.012
H 0.7861 2.6756 0.8265 0.068 0.077 -0.001
H -4.5443 3.3424 -0.3202 0.000 0.002 -0.001
H -2.6615 -6.0633 0.8282 -0.001 -0.002 0.000
H 0.1040 -3.1628 -2.4380 0.052 -0.021 -0.011
H 3.9535 3.8477 -1.8123 0.005 0.015 0.000
H -0.5927 -1.5835 0.8916 -0.167 0.083 0.143
H -2.3699 1.8065 -3.1628 0.011 -0.005 -0.004
H 4.2613 4.6252 2.3860 0.005 -0.003 0.002
H -3.4177 3.6914 -1.6370 0.001 -0.001 0.003
```
Positions in Å, forces in eV/Å.

## Properties
- relative energy (zero: lowest compared OMol25 entry of this formula, charge and spin) (eV) = 0.5477
- HOMO-LUMO gap (alpha / beta) (eV) = 5.80 / 5.79
- net charge = +3

No. 5
DFT (ωB97M-V/def2-TZVPD) results for a structure of composition C3H5NOS in a non-equilibrium geometry.

Structure (XYZ):
```
11
Properties=species:S:1:pos:R:3:forces:R:3
S -0.9830 1.2029 -1.5663 0.931 0.407 1.655
O 1.1353 -0.8943 0.9677 -0.149 4.074 -0.925
N 1.1930 1.4373 0.7189 8.986 -1.893 3.066
C -1.1908 -1.1368 -0.3057 -1.108 -1.234 0.779
C 0.7374 0.2341 0.5477 -2.073 -4.160 -0.063
C -0.5437 0.2552 -0.2872 -1.123 -2.705 -2.888
H -0.3112 -1.9311 0.0114 -2.933 1.944 -0.291
H -1.5500 -1.4622 -1.4206 0.429 1.123 3.057
H 1.1406 2.1416 0.0814 -1.091 2.060 -2.427
H -2.2110 -0.9616 0.5572 3.124 -1.242 -2.676
H 2.5833 1.1149 0.6955 -4.994 1.624 0.713
```
Positions in Å, forces in eV/Å.

## Properties
- relative energy (zero: lowest compared OMol25 entry of this formula, charge and spin) (eV) = 4.6685
- HOMO-LUMO gap (eV) = 7.62

No. 6
DFT (ωB97M-V/def2-TZVPD) results for the ion C5H9N2S with charge +1 in a non-equilibrium geometry.

Structure (XYZ):
```
17
Properties=species:S:1:pos:R:3:forces:R:3
S -3.3358 -0.2241 1.0177 -0.832 -0.848 -1.177
N -0.2502 0.4859 0.4776 -0.277 0.223 0.036
N 0.9847 -0.8181 -0.7021 0.390 0.622 0.464
C 0.9800 -0.0601 0.4148 -0.019 -0.036 -1.377
C 2.1231 0.1081 1.3801 -0.199 -0.856 -0.017
C -2.7421 0.3531 -0.5934 3.496 -0.707 -0.384
C -0.2472 -0.7905 -1.3723 1.178 -0.266 0.306
C -1.0302 -0.0497 -0.5956 -4.180 2.411 0.620
H 2.4242 -0.8940 1.7710 -0.406 0.580 -0.354
H 1.6205 0.6049 2.2128 0.938 0.440 0.147
H -3.8225 -1.3541 0.4180 0.176 0.372 0.848
H 1.8623 -1.1082 -1.0924 0.106 -0.555 -0.113
H -2.6825 1.4359 -0.5447 -0.381 0.099 -0.352
H 3.0799 0.5424 0.9780 -1.340 0.112 0.354
H -0.3844 -1.2709 -2.3358 -0.117 0.010 0.473
H -0.5109 1.3262 1.0892 0.358 -2.133 -1.046
H -3.3052 -0.0205 -1.5208 1.110 0.532 1.571
```
Positions in Å, forces in eV/Å.

## Properties
- relative energy (zero: lowest compared OMol25 entry of this formula, charge and spin) (eV) = 0.4381
- HOMO-LUMO gap (eV) = 9.65
- net charge = +1

| no. | DFT total energy (eV) |
| --- | --- |
| 1 | -153045.4082 |
| 2 | -19095.3088 |
| 3 | -38814.0428 |
| 4 | -64135.3182 |
| 5 | -17560.5989 |
| 6 | -19139.2922 |